Formula: C5H10O
Source: OMol25
Level of theory: ωB97M-V/def2-TZVPD

Calculated values
HOMO-LUMO gap (alpha / beta) = 6.68 / 8.11 eV
Highest occupied orbital energy (alpha / beta) = -7.8 / -8.6 eV

Geometry (Å):
1 C -0.1736 0.0969 1.1020
2 H -0.4131 2.0821 -1.3152
3 H 1.1736 1.7592 -0.6059
4 H 0.6672 0.9758 -2.1499
5 H -0.7840 -1.0345 -2.0785
6 H 0.0541 1.1631 1.3895
7 C 1.1126 -0.7012 1.4960
8 H 1.0299 -1.7351 1.1425
9 O -1.3190 -0.3388 1.5756
10 H 1.1448 -0.7156 2.5910
11 C -0.2579 0.1707 -0.3881
12 C -1.1539 -0.7802 -1.0773
13 C 0.3420 1.2974 -1.1525
14 H -1.3211 -1.6521 -0.4337
15 H 2.0458 -0.2618 1.1151
16 H -2.1474 -0.3260 -1.2105


Formula: C5H10O
Source: OMol25
Level of theory: ωB97M-V/def2-TZVPD

Calculated values
HOMO-LUMO gap = 9.35 eV
Highest occupied orbital energy = -8.4 eV

Geometry (Å):
1 H -1.0455 0.1816 0.9566
2 H 1.8508 -1.0544 3.1303
3 C 0.4170 -0.9960 -0.1083
4 H 0.5439 -1.3730 -1.1366
5 H -2.3161 -0.8238 -0.9472
6 C 0.3208 1.3554 -0.2104
7 H 0.0828 2.2199 0.4123
8 H 2.1390 -0.9940 2.4407
9 O 1.6435 0.8742 0.2047
10 H -1.2918 0.0460 -2.1005
11 H -2.3861 0.9414 -1.0293
12 C -1.7128 0.0791 -1.0881
13 H 0.1652 -1.8623 0.5110
14 H 0.4214 1.6736 -1.2539
15 C -0.6014 0.1544 -0.0466
16 C 1.7693 -0.4220 0.2653


Formula: C5H10O
Source: OMol25
Level of theory: ωB97M-V/def2-TZVPD

Calculated values
SMILES = OC1CCCC1
HOMO-LUMO gap = 11.21 eV
Highest occupied orbital energy = -10.2 eV

Geometry (Å):
1 H 1.8631 1.0591 1.0509
2 O -1.8458 0.0569 0.8397
3 H -2.4198 -0.7120 0.7315
4 C -0.0450 1.3111 -0.0954
5 C 1.2814 0.5859 0.2550
6 C -1.0725 0.1889 -0.3481
7 H 0.3172 -0.8963 -1.5558
8 H -0.4079 1.9475 0.7165
9 H 0.4010 -0.9846 1.4990
10 H 0.0630 1.9390 -0.9874
11 C -0.1862 -1.0387 -0.5851
12 C 0.8681 -0.8712 0.5126
13 H 1.7000 -1.5770 0.4436
14 H 1.9239 0.5852 -0.6376
15 H -1.7294 0.4071 -1.2033
16 H -0.7113 -2.0008 -0.6360


Formula: C5H10O
Source: OMol25
Level of theory: ωB97M-V/def2-TZVPD

Calculated values
SMILES = C=CCOCC
HOMO-LUMO gap = 10.77 eV
Highest occupied orbital energy = -9.7 eV

Geometry (Å):
1 H 1.2210 -2.0561 -0.6569
2 O -0.7553 -0.4993 0.2917
3 H 0.5544 -2.9198 0.7965
4 H -1.6166 2.0057 1.0340
5 H -0.7453 3.4075 0.0782
6 H -1.7756 -0.0064 -1.3219
7 C -0.4910 1.5994 -0.9182
8 H 0.2040 -0.8937 2.0215
9 C -0.9243 2.3279 0.1192
10 H 0.0906 2.0157 -1.7930
11 H 1.0492 0.2197 0.7214
12 H 0.0042 -0.4698 -1.6429
13 C 0.5052 -0.7339 0.9364
14 H 2.2358 -2.0667 0.8434
15 C 1.1589 -2.0337 0.4827
16 C -0.7153 0.1037 -0.9923


Formula: C5H10O
Source: OMol25
Level of theory: ωB97M-V/def2-TZVPD

Calculated values
SMILES = OC1CC=CC1.[H][H]
HOMO-LUMO gap = 9.69 eV
Highest occupied orbital energy = -8.8 eV

Geometry (Å):
1 C 0.1834 0.5530 -1.2443
2 C 0.9116 0.9252 0.0533
3 H -0.2383 -1.0994 2.7971
4 C -1.1277 -0.1129 -0.7809
5 O 0.9259 -0.4319 -1.9466
6 H 0.5537 1.8950 0.4402
7 H -0.6420 -1.6228 2.4391
8 H -1.6875 -0.6921 1.3051
9 H 1.0769 -0.6477 1.6498
10 H -1.2362 -1.0654 -1.3251
11 H 1.7904 -0.0475 -2.1395
12 C 0.4084 -0.1361 0.9818
13 H -2.0303 0.4751 -0.9697
14 H 1.9989 0.9994 -0.0491
15 H -0.0183 1.4276 -1.8726
16 C -0.8690 -0.4196 0.6615


Formula: C5H10O
Source: OMol25
Level of theory: ωB97M-V/def2-TZVPD

Calculated values
SMILES = C[C@H]1C[C@]1(C)O
HOMO-LUMO gap = 9.84 eV
Highest occupied orbital energy = -8.8 eV

Geometry (Å):
1 H 0.8705 1.5115 -1.9558
2 C -1.0172 -0.2050 -0.2130
3 H -0.6933 0.8018 1.7459
4 O 0.1711 1.7454 -1.3307
5 C -0.9133 0.9860 0.6986
6 H -1.5804 1.8173 0.5005
7 H 0.3396 -1.8345 -0.0578
8 H 1.7241 0.2471 1.1679
9 H 2.3618 0.6484 -0.4503
10 C 0.1773 0.8080 -0.2837
11 C 1.5172 0.2153 0.0944
12 H 1.4719 -0.8529 -0.1527
13 H -0.7362 -1.7703 1.3218
14 C -0.6989 -1.6177 0.2354
15 H -1.3013 -2.3825 -0.2605
16 H -1.6929 -0.1180 -1.0600


Formula: C5H10O
Source: OMol25
Level of theory: ωB97M-V/def2-TZVPD

Calculated values
SMILES = C[C@H]1C[C@@H](O)C1
HOMO-LUMO gap = 10.87 eV
Highest occupied orbital energy = -9.8 eV

Geometry (Å):
1 O -2.0935 -0.5634 -0.8411
2 C 0.7651 0.1523 0.4672
3 H -0.5942 1.9501 0.6938
4 H -0.2217 -1.5277 1.6094
5 H 2.3723 0.9601 -0.7508
6 H -2.1058 0.0099 1.1487
7 H 2.5881 -0.7468 -0.3330
8 H -2.6740 0.1562 -1.1210
9 C -1.4038 -0.1291 0.3139
10 C 1.8425 0.0121 -0.5982
11 H 1.2231 0.4422 1.4192
12 C -0.2077 -1.0465 0.6262
13 H 1.3933 -0.2796 -1.5552
14 H -0.0832 -1.8156 -0.1431
15 H -0.4376 1.3294 -0.9795
16 C -0.4371 1.0550 0.0824


Formula: C5H10O2
Source: OMol25
Level of theory: ωB97M-V/def2-TZVPD

Calculated values
HOMO-LUMO gap = 9.30 eV
Highest occupied orbital energy = -8.6 eV

Geometry (Å):
1 C 0.8490 0.0195 -0.5004
2 H -0.5460 1.6438 0.9858
3 H -1.6254 0.7609 -0.1167
4 H 1.2870 1.0261 -0.3864
5 O 0.0104 -0.3019 0.5837
6 C -1.8485 0.2145 1.9644
7 H -2.3089 -0.7554 1.7541
8 H -1.2290 0.1149 2.8604
9 C 0.0618 -0.0395 -1.7450
10 H 1.5077 -2.0273 -0.7486
11 C 1.9450 -1.0378 -0.5804
12 O 0.6322 0.5053 -2.8082
13 H -2.6413 0.9427 2.1634
14 H -0.2103 0.1336 -3.1863
15 C -1.0054 0.6600 0.7884
16 H 2.6355 -0.8067 -1.3957
17 H 2.4862 -1.0529 0.3674


Asked for energy relative to the best compared isomer or geometry (same formula, charge and spin) across the records above, the calculation gives 3.482; 3.488; 0.190; 2.103; 2.938; 1.499; 0.926; 4.510 eV in order.